Version a
21
Properties=species:S:1:pos:R:3 method="wB97M-V/def2-TZVPD" total_charge=+1 homo_energy_ev=-15.6 homo_lumo_gap_ev=11.03 lumo_ha=-0.166
C 2.49 0.09 2.00
C 1.03 0.41 1.63
C 0.86 0.48 0.12
C -1.54 0.99 0.31
N -0.57 0.40 -0.29
H 2.67 0.38 3.03
H 2.77 -0.93 1.77
H 3.13 0.77 1.44
H 0.36 -0.39 1.96
H 0.79 1.32 2.15
H 1.23 1.33 -0.44
H 1.28 -0.44 -0.30
H -2.39 1.17 -0.34
H -1.41 1.42 1.29
H -0.78 -0.42 -0.90
H -0.49 -2.75 -1.58
H -1.91 -2.30 -1.33
O -1.01 -2.17 -1.01
H -2.09 0.99 -3.15
H -2.52 -0.42 -3.45
O -1.91 0.08 -2.89

Version b
21
Properties=species:S:1:pos:R:3 method="wB97M-V/def2-TZVPD" total_charge=+1 homo_energy_ev=-14.0 homo_lumo_gap_ev=10.87 lumo_ha=-0.116
C -0.76 -1.46 1.94
C 0.38 -0.45 1.50
C -0.08 0.69 0.56
C -0.11 2.00 0.77
N -0.55 0.21 -0.87
H -1.28 -1.10 2.88
H -1.55 -1.58 1.13
H -0.24 -2.49 2.10
H 0.68 0.09 2.43
H 1.30 -1.02 1.12
H 0.62 2.40 1.46
H -0.56 2.78 0.20
H -0.86 0.99 -1.55
H -1.28 -0.54 -0.54
H 0.29 -0.02 -1.44
H 2.05 2.05 -2.38
H 1.18 2.86 -1.68
O 1.36 2.04 -1.81
H 0.42 -2.80 -1.54
H -0.84 -3.43 -1.09
O -0.44 -2.59 -1.15

Version c
21
Properties=species:S:1:pos:R:3 method="wB97M-V/def2-TZVPD" total_charge=+1 homo_energy_ev=-14.3 homo_lumo_gap_ev=11.10 lumo_ha=-0.117
C 0.02 0.31 2.29
C -0.49 0.35 0.71
C 0.41 -0.38 -0.21
C 0.66 -1.86 0.06
O -0.33 -0.31 -1.45
N -1.83 -0.36 0.78
H 0.88 0.98 2.38
H 0.34 -0.72 2.36
H -0.63 0.82 3.03
H -0.77 1.27 0.25
H 1.32 0.23 -0.32
H 0.94 -1.90 1.09
H 1.54 -2.27 -0.49
H -0.29 -2.36 -0.22
H 0.26 -0.01 -2.25
H -2.23 -0.57 -0.13
H -2.52 0.18 1.35
H -1.60 -1.22 1.34
H 1.46 2.87 -1.82
H 1.85 1.72 -2.62
O 1.42 1.93 -1.84

Referenced to the most stable arrangement, the calculated values in eV are version a 0.000; version b 1.310; version c 0.066.